A 12-piece molecular cluster, C2H25NO13 overall at a distorted geometry, computed with wB97M-V/def2-TZVPD.

Calculated values
* 2S+1: 1
* HOMO-LUMO gap: 10.22 eV
* energy above the lowest of the compared OMol25 structures with the same formula, charge and spin: 0.0 kJ/mol
* LUMO energy: 0.10 eV
* HOMO: -10.116 eV

XYZ file:
```
41
Properties=species:S:1:pos:R:3:forces:R:3
O 0.948 2.842 -0.443 0.7 -0.1 -0.5
C 1.795 2.036 -0.066 -2.9 1.5 -0.2
N 2.254 1.015 -0.844 1.2 -0.3 0.2
C 2.161 0.852 -2.229 -1.0 -0.2 0.9
O 1.374 1.441 -2.916 0.3 0.1 -0.4
H 1.951 2.091 1.006 1.3 -0.7 -0.1
H 2.747 0.309 -0.313 0.2 0.0 0.0
H 2.798 0.018 -2.563 0.1 0.2 -0.2
H 1.916 -3.810 -0.489 -0.3 0.0 -0.2
H 2.199 -2.325 -0.196 -0.3 -0.1 0.1
O 2.615 -3.161 -0.425 0.9 0.2 0.2
H -2.471 -1.436 0.591 -0.3 0.2 -0.2
H -2.483 -2.960 0.538 0.0 0.0 -0.1
O -2.044 -2.215 0.963 0.1 -0.1 0.1
H 1.719 0.480 4.264 -0.1 0.2 0.1
H 0.597 -0.507 4.479 -0.2 0.1 -0.2
O 1.529 -0.461 4.255 0.6 -0.2 0.5
H -2.458 2.711 2.182 0.2 0.3 -0.1
H -1.659 2.133 0.935 -0.4 0.6 0.2
O -2.272 1.927 1.663 -0.2 -0.7 0.1
H -1.947 -2.077 -3.146 0.3 -0.7 0.7
H -2.822 -0.973 -3.056 -0.6 0.6 0.7
O -2.427 -1.608 -2.446 0.3 0.0 -1.2
H 2.457 -0.178 2.494 -0.4 -0.2 -0.3
H 1.187 -0.336 1.608 0.8 0.0 0.1
O 2.105 0.018 1.614 0.1 -0.2 0.5
H -0.387 -1.737 0.453 0.0 0.2 0.0
H -0.012 -0.411 -0.235 0.0 -0.1 -0.1
O 0.380 -1.210 0.136 -0.5 -0.3 -0.3
H -1.319 -0.902 3.287 -0.3 -0.1 -0.2
H -1.679 0.486 2.669 -0.2 0.2 -0.1
O -0.997 -0.010 3.140 0.4 -0.2 0.3
H -1.705 3.570 -1.187 0.0 0.0 0.1
H -0.810 2.349 -1.166 0.1 0.3 0.1
O -1.677 2.665 -0.860 0.3 -0.1 -0.6
H 0.642 -2.895 -2.786 0.3 -0.4 -0.3
H 0.148 -2.658 -1.438 -0.1 -0.3 0.3
O 0.340 -3.405 -2.027 -0.5 0.7 -0.2
H -3.052 1.406 -1.448 -0.3 -0.2 0.1
H -3.760 1.544 -0.169 -0.2 -0.2 0.2
O -3.799 1.007 -0.971 0.2 0.1 -0.1
```
Positions in Å, forces in eV/Å.

=====

A 12-piece molecular cluster, C2H25O13 overall at a distorted geometry, computed with wB97M-V/def2-TZVPD.

Calculated values
* 2S+1: 1
* total charge: -1
* HOMO-LUMO gap: 6.30 eV
* energy above the lowest of the compared OMol25 structures with the same formula, charge and spin: 370.0 kJ/mol
* LUMO energy: 2.48 eV
* HOMO: -3.820 eV

XYZ file:
```
40
Properties=species:S:1:pos:R:3:forces:R:3
C -1.059 -1.545 -0.608 0.6 0.3 -0.4
C -0.253 -0.384 0.005 -0.6 -0.4 1.2
O 0.911 -0.180 -0.271 3.3 -0.5 -2.2
O -0.807 0.281 0.877 -2.6 0.9 1.5
H -0.453 -2.075 -1.343 -0.1 0.0 -0.1
H -1.912 -1.067 -1.088 -0.3 -0.4 0.1
H -1.335 -2.257 0.170 -0.3 0.2 0.0
O 4.774 -3.634 -3.139 0.1 -0.1 0.2
H 5.298 -4.143 -3.758 0.1 -0.1 -0.1
H 4.391 -2.934 -3.668 -0.2 0.3 -0.1
O -1.189 3.194 -5.106 0.1 0.0 -0.3
H -1.342 4.057 -4.720 0.0 0.2 0.2
H -1.847 2.630 -4.699 -0.1 -0.2 0.2
O 2.220 -5.357 2.552 -0.2 -0.2 0.1
H 2.710 -4.634 2.161 0.0 0.3 -0.2
H 2.871 -5.842 3.060 0.1 -0.1 0.1
O -6.363 -0.543 -4.358 0.1 -0.1 -0.2
H -6.663 -0.599 -3.451 0.0 0.0 0.3
H -6.974 0.063 -4.777 -0.1 0.2 -0.1
O -2.501 -5.024 4.229 -0.3 -0.1 0.0
H -1.616 -5.135 3.882 0.3 0.0 -0.2
H -2.371 -4.803 5.151 0.0 0.1 0.2
O -2.464 4.738 4.957 0.1 0.2 0.2
H -2.261 4.009 4.371 0.1 -0.2 -0.2
H -3.337 5.025 4.691 -0.2 0.1 -0.1
O 4.671 0.875 3.530 0.2 0.1 0.2
H 5.264 0.247 3.117 0.1 -0.1 -0.1
H 3.831 0.734 3.093 -0.4 0.0 -0.2
O -1.197 5.525 -0.230 -0.2 0.2 -0.2
H -0.844 4.799 0.283 0.1 -0.4 0.1
H -0.940 6.310 0.254 0.1 0.2 0.1
O 5.782 3.058 -1.032 0.1 0.3 -0.1
H 5.006 2.592 -0.721 -0.3 -0.1 0.1
H 6.472 2.395 -1.043 0.1 -0.1 0.0
O 2.705 0.071 -4.816 0.3 -0.2 -0.2
H 2.072 0.714 -5.136 -0.2 0.2 0.0
H 2.649 0.133 -3.863 -0.1 0.0 0.4
O -4.976 -0.271 3.724 -0.3 0.1 0.1
H -4.103 0.045 3.492 0.3 0.1 -0.2
H -4.817 -1.069 4.228 0.1 -0.2 0.1
```
Positions in Å, forces in eV/Å.

=====

A 10-piece molecular cluster, C2H26N2O9 overall at a distorted geometry, computed with wB97M-V/def2-TZVPD.

Calculated values
* 2S+1: 1
* HOMO-LUMO gap: 8.65 eV
* energy above the lowest of the compared OMol25 structures with the same formula, charge and spin: 113.4 kJ/mol
* LUMO energy: 0.17 eV
* HOMO: -8.483 eV

XYZ file:
```
39
Properties=species:S:1:pos:R:3:forces:R:3
N 1.019 -2.471 -0.024 -1.8 -2.0 -1.7
C -0.116 -2.965 0.732 1.4 -0.5 1.5
C -1.385 -2.917 -0.093 -0.3 1.2 1.4
N -1.994 -1.554 -0.045 -0.2 -0.7 0.4
H 1.569 -1.859 0.455 1.6 2.1 1.2
H 0.814 -2.160 -0.975 0.2 0.2 0.8
H -0.249 -2.347 1.712 0.0 -1.0 -1.5
H 0.166 -4.038 1.079 -1.0 1.5 -0.5
H -1.153 -3.037 -1.159 -0.4 -1.4 0.4
H -2.093 -3.523 0.512 0.2 -0.5 -1.5
H -1.903 -1.069 -0.918 0.5 0.3 -0.3
H -2.992 -1.684 0.006 -0.4 0.0 0.3
H -0.977 2.097 1.196 -1.3 1.5 0.3
H -1.967 3.405 1.413 -1.8 0.1 1.2
O -1.212 3.052 1.017 3.1 -1.2 -1.5
H -2.875 0.771 -2.311 1.6 1.7 0.4
H -2.336 -0.694 -2.831 -1.7 2.5 0.8
O -3.109 -0.093 -2.532 -0.2 -4.3 -1.5
H 1.044 2.254 -3.386 0.7 0.5 0.3
H 1.983 2.171 -2.069 2.9 2.6 2.2
O 1.340 1.813 -2.587 -3.7 -2.7 -2.6
H 2.643 1.140 2.965 0.9 0.7 -1.9
H 2.433 0.898 1.495 0.5 0.4 0.6
O 3.012 1.445 2.072 -1.0 -1.1 1.0
H 1.898 3.228 0.150 -0.9 0.5 0.2
H 3.112 2.441 0.273 0.7 -0.3 0.4
O 2.634 2.947 -0.380 0.2 -0.1 -0.6
H -0.913 0.826 -0.352 1.0 -0.2 -2.8
H -0.123 0.994 -1.869 0.4 0.8 0.9
O -0.731 0.502 -1.310 -1.2 -0.1 2.0
H -2.413 0.594 1.780 1.2 -0.4 -0.4
H -1.466 -0.485 1.024 -0.8 0.1 -0.1
O -1.471 0.407 1.539 -0.5 0.2 0.7
H 2.809 -1.016 -1.759 -1.6 0.8 -0.7
H 1.726 0.053 -2.291 0.2 2.2 -0.5
O 1.878 -0.833 -2.064 1.7 -3.1 0.9
H -0.123 0.220 2.778 2.4 -0.2 0.3
H 0.668 1.177 3.629 0.8 -1.8 -0.9
O 0.857 0.308 3.129 -3.6 2.0 0.8
```
Positions in Å, forces in eV/Å.

=====

A 12-piece molecular cluster, C2H29N2O12 overall at a distorted geometry, computed with wB97M-V/def2-TZVPD.

Calculated values
* 2S+1: 1
* total charge: +1
* HOMO-LUMO gap: 10.50 eV
* energy above the lowest of the compared OMol25 structures with the same formula, charge and spin: 0.0 kJ/mol
* LUMO energy: -2.73 eV
* HOMO: -13.231 eV

XYZ file:
```
45
Properties=species:S:1:pos:R:3:forces:R:3
N -0.450 0.500 -2.062 -0.2 2.4 -0.3
C 0.497 0.798 -3.165 1.3 -2.2 -0.9
C 1.585 -0.377 -3.250 -2.1 2.0 1.3
N 1.055 -1.625 -3.325 1.4 -1.7 0.1
O 2.729 -0.137 -2.983 0.6 -0.3 -0.3
H -0.031 0.597 -1.096 0.3 -1.3 -0.5
H -1.105 1.313 -1.977 -0.4 -0.5 -0.1
H -1.025 -0.325 -2.241 0.0 0.0 0.7
H 1.013 1.745 -3.062 -0.1 0.0 0.3
H 0.001 0.743 -4.131 -0.6 0.4 0.1
H 0.261 -2.074 -3.754 -0.4 1.1 -0.2
H 1.796 -2.314 -3.223 -0.1 0.1 0.0
H -2.823 -0.779 -0.362 0.1 0.1 -0.3
H -3.376 -1.534 -1.536 0.1 0.3 -0.1
O -2.901 -0.713 -1.335 0.0 -0.3 -0.1
H -1.059 2.862 2.822 -0.3 0.4 -0.1
H -0.200 2.006 1.976 0.4 -0.1 -0.5
O -1.006 2.529 1.918 0.2 0.1 0.5
H -3.887 -1.487 1.240 -0.1 0.1 0.3
H -2.657 -2.242 1.774 -0.1 0.0 0.0
O -3.161 -2.058 0.975 0.1 -0.5 0.0
H 2.204 -3.026 0.944 0.4 0.0 -0.2
H 1.815 -3.202 -0.535 0.3 0.1 -0.2
O 1.460 -3.126 0.348 -0.9 0.1 0.6
H 0.450 0.152 3.166 1.1 -0.5 0.1
H 1.985 -0.318 3.095 -0.6 0.1 0.2
O 1.370 0.414 2.948 0.0 0.8 -0.2
H 3.180 -0.127 -0.444 -0.1 0.1 -0.3
H 4.245 -0.433 0.606 -0.1 -0.2 -0.3
O 3.468 -0.809 0.168 0.7 -0.1 0.6
H -0.861 -1.937 3.727 0.4 0.1 -0.5
H -0.121 -1.774 2.328 0.1 -0.8 -0.2
O -0.537 -1.314 3.053 -1.1 0.1 0.6
H -1.806 2.638 -0.039 -0.4 -0.4 0.0
H -2.884 1.571 -0.580 0.3 0.2 0.3
O -2.249 2.262 -0.817 0.3 0.4 -0.8
H -2.158 0.097 1.812 0.0 0.4 0.0
H -2.731 1.518 1.486 0.4 -0.2 0.4
O -2.828 0.576 1.305 -0.5 -0.4 0.0
H 1.480 0.652 0.890 -0.5 0.0 -1.2
H 0.892 -0.665 0.678 -0.1 -0.4 -0.8
O 1.005 0.148 0.168 0.2 0.7 1.6
H 2.063 3.583 0.294 0.5 0.2 0.5
H 2.976 2.910 1.443 0.1 0.7 0.0
O 2.324 2.782 0.755 -0.6 -1.0 -0.4
```
Positions in Å, forces in eV/Å.

=====

C2H2AgO2 as an isolated structure at a distorted geometry, computed with wB97M-V/def2-TZVPD.

Calculated values
* 2S+1: 3
* total charge: +1
* HOMO-LUMO gap (spin up / spin down): 9.39 / 7.27 eV
* <S²>: 2.017
* energy above the lowest of the compared OMol25 structures with the same formula, charge and spin: 201.4 kJ/mol
* LUMO energy (spin up / spin down): -5.52 / -8.62 eV
* HOMO (spin up / spin down): -14.911 / -15.886 eV

XYZ file:
```
7
Properties=species:S:1:pos:R:3:forces:R:3
H -1.245 -0.208 -0.932 1.0 -0.3 0.5
O 0.877 -0.971 0.172 -3.8 -0.9 -0.6
C -0.404 -0.649 0.146 1.7 -0.6 1.6
C -0.653 0.783 -0.096 2.3 2.3 -0.9
O 0.285 1.557 -0.319 -3.2 -1.1 0.2
H -1.093 -1.086 0.889 0.0 -0.3 -0.9
Ag 2.233 0.573 0.140 2.1 0.9 0.0
```
Positions in Å, forces in eV/Å.

=====

C2H2AlFLiO2 as an isolated structure at a distorted geometry, computed with wB97M-V/def2-TZVPD.

Calculated values
* 2S+1: 1
* total charge: +1
* HOMO-LUMO gap (spin up / spin down): 6.38 / 6.38 eV
* energy above the lowest of the compared OMol25 structures with the same formula, charge and spin: 646.2 kJ/mol
* LUMO energy (spin up / spin down): -6.83 / -6.83 eV
* HOMO (spin up / spin down): -13.207 / -13.207 eV

XYZ file:
```
9
Properties=species:S:1:pos:R:3:forces:R:3
F -3.073 0.179 0.018 0.8 -0.2 -0.7
C -2.251 0.594 -1.038 -1.2 2.1 2.6
C -1.896 1.888 -0.972 -0.3 -0.4 -0.6
H -1.481 2.367 -1.861 0.4 -0.1 0.4
H -2.134 2.524 -0.111 0.0 -0.3 -0.4
O -0.779 -0.089 1.380 8.5 -3.8 -4.3
O 0.470 -0.651 0.713 -8.4 3.7 4.4
Li -2.161 -1.377 -5.176 0.1 0.0 0.2
Al -2.004 -0.522 -2.484 0.2 -1.0 -1.7
```
Positions in Å, forces in eV/Å.

=====

A 2-piece molecular cluster, C2H2Br2O3 overall at a distorted geometry, computed with wB97M-V/def2-TZVPD.

Calculated values
* 2S+1: 1
* HOMO-LUMO gap: 8.96 eV
* energy above the lowest of the compared OMol25 structures with the same formula, charge and spin: 62.9 kJ/mol
* LUMO energy: -1.54 eV
* HOMO: -10.499 eV

XYZ file:
```
9
Properties=species:S:1:pos:R:3:forces:R:3
C 1.619 1.019 -0.033 2.7 1.4 0.1
C -1.993 -0.653 0.140 0.6 1.7 1.9
O 0.709 1.761 0.038 -1.1 1.1 0.0
O -1.345 -0.254 1.049 0.0 -0.5 -0.1
O 1.304 -0.258 -0.180 -0.1 -2.5 -0.3
Br -3.660 0.141 -0.219 -1.0 0.1 -0.4
Br 2.360 -1.816 -0.246 -0.1 1.5 0.1
H 2.702 1.445 -0.002 -1.3 -1.5 -0.1
H -1.695 -1.385 -0.546 0.3 -1.3 -1.2
```
Positions in Å, forces in eV/Å.

=====

An isolated molecule of C2H2Br2S2 at a distorted geometry, computed with wB97M-V/def2-TZVPD.

Calculated values
* 2S+1: 1
* HOMO-LUMO gap (spin up / spin down): 7.36 / 7.37 eV
* energy above the lowest of the compared OMol25 structures with the same formula, charge and spin: 263.1 kJ/mol
* LUMO energy (spin up / spin down): -1.75 / -1.75 eV
* HOMO (spin up / spin down): -9.118 / -9.119 eV

XYZ file:
```
8
Properties=species:S:1:pos:R:3:forces:R:3
C -0.348 0.825 -0.068 -0.1 -0.5 -0.4
C -1.182 -0.154 -0.003 -1.3 -0.7 0.0
S 1.143 1.375 -0.102 0.8 -0.4 -2.3
S -0.917 -1.920 -0.049 1.2 0.9 -1.1
Br 3.250 -0.178 -0.021 -0.7 0.5 0.1
Br -3.037 0.271 0.127 -0.1 0.1 0.1
H 1.030 1.545 1.145 0.8 0.5 2.7
H 0.061 -1.765 -1.030 -0.7 -0.5 1.0
```
Positions in Å, forces in eV/Å.

=====

An isolated molecule of C2H2Br2S2 at a distorted geometry, computed with wB97M-V/def2-TZVPD.

Calculated values
* 2S+1: 1
* HOMO-LUMO gap: 8.51 eV
* energy above the lowest of the compared OMol25 structures with the same formula, charge and spin: 21.8 kJ/mol
* LUMO energy: -0.15 eV
* HOMO: -8.659 eV

XYZ file:
```
8
Properties=species:S:1:pos:R:3:forces:R:3
C -0.601 0.158 0.454 -0.7 -2.2 0.1
C 0.592 0.087 -0.461 0.5 -0.2 -0.2
S -1.007 -1.812 0.306 0.1 2.1 0.1
S 0.993 -1.699 -0.307 0.3 0.4 0.1
Br -2.014 1.325 -0.080 0.1 0.0 0.1
Br 2.031 1.292 0.089 -0.3 -0.2 -0.2
H -0.353 0.328 1.498 0.0 0.0 -0.2
H 0.360 0.320 -1.500 0.0 0.1 0.2
```
Positions in Å, forces in eV/Å.

=====

C2H2Br3F as an isolated structure at a distorted geometry, computed with wB97M-V/def2-TZVPD.

Calculated values
* 2S+1: 1
* HOMO-LUMO gap (spin up / spin down): 8.21 / 8.21 eV
* energy above the lowest of the compared OMol25 structures with the same formula, charge and spin: 87.6 kJ/mol
* LUMO energy (spin up / spin down): -1.89 / -1.89 eV
* HOMO (spin up / spin down): -10.105 / -10.106 eV

XYZ file:
```
8
Properties=species:S:1:pos:R:3:forces:R:3
C -0.802 -0.293 0.102 1.0 3.1 1.5
C 0.583 0.173 -0.242 2.0 -0.8 -0.4
F 0.852 0.397 -1.535 -0.7 -0.3 1.0
Br -2.090 1.239 0.092 0.3 -0.1 -0.5
Br 2.134 -1.724 0.200 -1.8 1.7 -0.4
Br 1.325 1.526 0.838 0.0 -0.1 0.0
H -0.852 -0.401 1.180 0.1 -1.4 -0.3
H -1.150 -0.918 -0.635 -0.9 -2.1 -0.9
```
Positions in Å, forces in eV/Å.

=====

C2H2Br3N as an isolated structure at a distorted geometry, computed with wB97M-V/def2-TZVPD.

Calculated values
* 2S+1: 1
* HOMO-LUMO gap (spin up / spin down): 7.25 / 6.68 eV
* energy above the lowest of the compared OMol25 structures with the same formula, charge and spin: 327.1 kJ/mol
* LUMO energy (spin up / spin down): -0.63 / -0.96 eV
* HOMO (spin up / spin down): -7.888 / -7.638 eV

XYZ file:
```
8
Properties=species:S:1:pos:R:3:forces:R:3
C 0.767 -0.919 -1.036 -2.1 0.8 2.1
C -0.190 1.020 0.629 0.7 -1.1 -1.3
N 0.189 -1.914 -0.780 -2.0 -0.4 1.4
Br -1.058 -0.186 1.877 0.2 0.4 -0.4
Br -1.510 1.994 -0.469 0.6 -0.2 0.7
Br 1.209 2.148 1.432 -0.9 -0.5 -0.3
H 1.257 -0.228 -1.623 1.4 0.9 -1.0
H -0.665 -1.914 -0.031 2.2 0.1 -1.2
```
Positions in Å, forces in eV/Å.

=====

A 2-piece molecular cluster, C2H2BrCl2I overall at a distorted geometry, computed with wB97M-V/def2-TZVPD.

Calculated values
* 2S+1: 1
* HOMO-LUMO gap (spin up / spin down): 8.33 / 7.44 eV
* energy above the lowest of the compared OMol25 structures with the same formula, charge and spin: 358.8 kJ/mol
* LUMO energy (spin up / spin down): -0.49 / -1.06 eV
* HOMO (spin up / spin down): -8.827 / -8.497 eV

XYZ file:
```
8
Properties=species:S:1:pos:R:3:forces:R:3
C -1.083 1.100 0.103 0.4 1.0 -1.6
C 0.995 -0.972 0.131 0.3 -0.4 1.0
Cl 0.591 -2.526 0.801 -0.4 0.2 -0.4
Cl 2.014 -0.150 1.277 0.0 0.3 -0.7
Br 1.426 -1.005 -1.683 0.3 0.1 0.1
I -1.748 0.682 -1.824 -0.2 -0.1 1.0
H -1.351 0.724 1.045 -0.8 -1.3 0.6
H -0.843 2.148 0.149 0.5 0.2 -0.1
```
Positions in Å, forces in eV/Å.